ORCA calculation (the ωB97M-V functional and the def2-TZVPD basis) on C30H33N7OPSSeTc as an isolated structure.

```
! RIJCOSX wB97M-V def2-TZVPD def2/J DEFGRID3
* xyz 1 4
Tc 0.083 -0.981 -0.529
Se 2.375 -3.020 -2.727
S 0.661 -1.732 -2.747
P 1.964 0.327 -0.068
O -1.002 0.711 -1.285
N 1.290 -2.410 0.534
N -3.174 0.152 -1.064
N -1.056 -0.923 1.239
N 2.805 -0.708 1.010
N -1.590 -3.101 -2.043
N -1.424 -2.365 -0.897
N -0.779 -3.517 -4.172
C -2.547 2.506 -1.153
C -1.613 -0.223 3.462
C 3.152 0.614 -1.414
C 4.372 -0.046 -1.496
C -4.746 1.119 0.610
C 0.706 3.861 1.489
C -2.105 -1.826 1.256
C 2.419 -2.017 1.150
C -4.568 0.453 -0.749
C -0.709 -2.914 -2.950
C 2.783 1.503 -2.423
C -2.282 -2.607 0.109
C 0.911 -3.701 0.657
C 3.625 1.724 -3.498
C 0.749 2.602 0.903
C 3.097 3.809 1.761
C 4.848 1.067 -3.572
C -0.832 -0.175 2.340
C -4.402 2.606 0.621
C 3.141 2.561 1.165
C 3.192 -2.911 1.903
C -2.936 -1.920 2.405
C 1.878 4.458 1.924
C 1.621 -4.632 1.369
C -2.210 1.044 -1.187
C 2.788 -4.218 2.009
C -2.700 -1.126 3.484
C 1.963 1.942 0.749
C 5.221 0.186 -2.572
C -2.957 2.940 0.264
H 0.087 -3.633 -4.675
H 6.172 -0.327 -2.626
H -4.141 0.579 1.346
H -3.749 -2.633 2.402
H 1.834 2.026 -2.371
H -5.091 -0.501 -0.782
H -4.993 1.071 -1.545
H 3.663 -0.441 1.472
H 1.849 5.437 2.382
H -3.059 -3.353 0.009
H 0.025 0.483 2.287
H 4.662 -0.753 -0.730
H 5.509 1.246 -4.409
H -0.001 -3.961 0.142
H 4.099 2.080 1.003
H -2.870 -0.814 -1.010
H 4.011 4.283 2.090
H 3.332 2.413 -4.279
H -0.240 4.372 1.606
H 3.379 -4.919 2.582
H -3.352 2.731 -1.857
H -3.333 -1.196 4.358
H -1.381 0.408 4.306
H -5.787 0.996 0.911
H -1.405 -4.306 -4.219
H 4.094 -2.560 2.383
H -2.278 2.484 0.994
H -1.654 3.036 -1.480
H -0.160 2.131 0.552
H -4.624 3.016 1.608
H -5.063 3.126 -0.080
H 1.270 -5.651 1.426
H -2.813 4.019 0.340
*
```

Calculated values
- Orbital gap (spin up / spin down): 0.2189 / 0.1928 Ha
- E: -4843.19766 a.u.
- Expectation value of S²: 3.78
- ΔE to the lowest compared entry with this formula, charge and spin: 0.0 kJ/mol
- HOMO energy (spin up / spin down): -8.213 / -10.001 eV